Here is 10 unconnected molecules or ions with the total composition C18H50BBr2ClNO13 in a non-equilibrium geometry from OMol25. Energies are from ωB97M-V/def2-TZVPD.

Properties
- energy (eV) = -200863.5208
- HOMO energy (Ha) = -0.1782
- LUMO level (Eh) = 0.0689
- HOMO-LUMO gap (eV) = 6.7

```
! RIJCOSX wB97M-V def2-TZVPD def2/J DEFGRID3
* xyz -1 1
C -1.138 -3.339 2.832
C -1.780 -2.039 2.321
C -0.871 -0.821 2.376
Cl 0.788 -1.313 1.759
C -1.380 0.464 1.683
C -2.283 0.295 0.436
O -3.683 0.476 0.673
N -4.270 -0.685 1.153
O -5.123 -0.455 1.923
O -2.173 1.069 2.679
B -2.008 2.597 2.614
O -1.096 2.728 1.403
C -0.297 1.594 1.527
C 0.789 1.591 0.479
Br 0.272 1.556 -1.333
C 2.067 1.662 0.808
C 2.578 1.765 2.218
Br 3.447 1.713 -0.490
H -0.722 -3.888 1.993
H -1.908 -3.971 3.277
H -0.353 -3.145 3.564
H -2.135 -2.201 1.305
H -2.651 -1.811 2.941
H -0.731 -0.534 3.417
H -2.045 1.085 -0.265
H -2.123 -0.658 -0.079
H -3.086 3.113 2.351
H -1.486 3.042 3.636
H 0.135 1.598 2.537
H 2.506 2.798 2.560
H 2.028 1.104 2.884
H 3.629 1.485 2.270
C -1.410 6.251 0.052
O -1.007 5.574 1.217
H -2.017 7.101 0.363
H -0.560 6.630 -0.530
H -2.018 5.612 -0.599
H -0.517 4.777 0.976
C 0.566 0.168 -5.432
O -0.067 0.860 -4.372
H 0.816 0.902 -6.196
H 1.491 -0.316 -5.105
H -0.090 -0.583 -5.883
H -0.294 0.226 -3.685
C 4.071 2.804 5.906
O 3.181 3.345 4.941
H 5.082 3.031 5.578
H 3.921 3.253 6.892
H 3.965 1.718 5.992
H 2.280 3.151 5.219
C 0.926 -5.645 0.354
O -0.321 -6.027 0.928
H 1.312 -4.826 0.958
H 1.643 -6.472 0.375
H 0.815 -5.303 -0.674
H -0.694 -6.749 0.416
C 1.756 3.540 -7.321
O 1.720 3.911 -5.954
H 2.392 4.264 -7.825
H 2.186 2.543 -7.460
H 0.761 3.571 -7.774
H 1.165 3.294 -5.465
C 3.346 -3.866 -1.902
O 2.205 -4.516 -2.453
H 3.813 -4.573 -1.220
H 4.070 -3.596 -2.676
H 3.071 -2.969 -1.343
H 1.773 -3.903 -3.054
C -4.874 -4.210 -0.894
O -4.727 -3.923 0.488
H -4.398 -5.173 -1.075
H -5.930 -4.282 -1.178
H -4.397 -3.448 -1.512
H -5.130 -3.064 0.653
C 6.270 2.415 3.028
O 5.663 3.686 2.873
H 7.221 2.440 2.501
H 6.459 2.185 4.081
H 5.650 1.624 2.597
H 4.807 3.678 3.318
C -5.130 -2.981 -4.440
O -4.797 -2.031 -3.442
H -4.544 -3.874 -4.235
H -6.191 -3.247 -4.413
H -4.881 -2.623 -5.444
H -5.306 -1.231 -3.600
*
```

Atom charges from the Löwdin analysis, given in e for atoms 1 to 4: -0.12, -0.27, -0.51, 0.66


Here is 14 unconnected molecules or ions with the total composition C18H50FN14O27P2 in a non-equilibrium geometry from OMol25. Energies are from ωB97M-V/def2-TZVPD.

Properties
- energy (eV) = -116868.8572
- HOMO energy (Ha) = -0.4334
- LUMO level (Eh) = -0.1661
- HOMO-LUMO gap (eV) = 7.3
- ΔE to the lowest compared entry with this formula, charge and spin (kJ/mol) = 379.0

```
! RIJCOSX wB97M-V def2-TZVPD def2/J DEFGRID3
* xyz 1 1
C -0.724 -5.745 1.393
C -1.137 -4.985 0.397
C -1.687 -3.889 -0.680
C -0.796 -2.555 -0.449
C -0.040 -2.036 -1.803
P 0.844 -0.403 -1.291
N 0.561 -0.136 0.433
F 0.098 0.853 -2.217
P 3.012 -0.493 -1.582
O 3.523 -1.823 -2.196
H -0.285 -6.184 2.352
H -2.767 -3.638 -0.320
H -1.660 -4.303 -1.749
H -1.514 -1.706 -0.127
H 0.053 -2.739 0.326
H -0.809 -1.804 -2.649
H 0.691 -2.809 -2.241
H 0.067 0.759 0.614
H 1.451 -0.201 0.957
H 3.355 0.676 -2.381
H 3.620 -0.241 -0.282
C 2.025 2.926 -4.621
N 3.392 3.458 -4.377
O 3.806 4.316 -5.141
O 4.003 2.991 -3.421
H 1.603 3.424 -5.492
H 2.115 1.853 -4.796
H 1.429 3.134 -3.732
C -1.051 2.486 3.711
N -0.323 2.004 2.508
O 0.594 1.211 2.682
O -0.694 2.437 1.423
H -0.616 2.021 4.596
H -0.940 3.570 3.751
H -2.097 2.198 3.600
C -2.184 1.413 -6.170
N -0.720 1.161 -6.122
O -0.348 0.077 -5.687
O 0.008 2.058 -6.524
H -2.704 0.537 -5.786
H -2.388 2.286 -5.550
H -2.452 1.595 -7.211
C 2.390 6.909 -2.852
N 0.973 6.526 -3.089
O 0.714 5.328 -3.143
O 0.169 7.437 -3.213
H 2.989 6.003 -2.762
H 2.717 7.504 -3.705
H 2.425 7.487 -1.929
C -3.470 -4.250 -4.576
N -3.751 -2.995 -3.829
O -4.769 -2.385 -4.118
O -2.935 -2.664 -2.974
H -4.270 -4.418 -5.295
H -2.514 -4.123 -5.084
H -3.427 -5.062 -3.849
C -1.299 5.390 7.256
N -0.572 4.910 6.051
O 0.345 4.117 6.225
O -0.946 5.345 4.967
H -0.863 4.926 8.138
H -1.189 6.471 7.296
H -2.345 5.102 7.145
C 2.425 -5.730 -1.159
N 1.459 -6.502 -1.985
O 1.815 -6.825 -3.111
O 0.376 -6.756 -1.474
H 3.337 -5.577 -1.734
H 1.959 -4.776 -0.914
H 2.629 -6.313 -0.261
C -0.235 8.091 11.163
N -1.208 7.301 10.362
O -0.859 6.948 9.240
O -2.286 7.062 10.884
H 0.673 8.226 10.578
H -0.698 9.052 11.387
H -0.028 7.530 12.074
C 4.552 -7.955 2.808
N 4.206 -6.672 2.139
O 4.776 -6.414 1.088
O 3.371 -5.966 2.693
H 5.299 -8.473 2.208
H 4.948 -7.715 3.795
H 3.638 -8.545 2.880
C -7.668 -0.578 -3.401
N -8.011 0.703 -4.071
O -7.442 0.956 -5.125
O -8.840 1.412 -3.517
H -6.925 -1.101 -4.000
H -7.269 -0.338 -2.415
H -8.584 -1.165 -3.324
C -2.110 -1.248 5.599
N -3.083 -0.229 6.078
O -2.674 0.918 6.216
O -4.221 -0.615 6.299
H -1.145 -0.767 5.445
H -2.039 -2.020 6.365
H -2.493 -1.653 4.663
C 4.556 -3.547 4.655
N 4.169 -3.621 6.088
O 3.504 -2.698 6.539
O 4.546 -4.604 6.710
H 4.156 -2.627 4.230
H 5.645 -3.551 4.607
H 4.134 -4.418 4.154
C 2.285 1.701 -8.980
N 1.300 0.914 -9.768
O 1.633 0.561 -10.890
O 0.225 0.677 -9.231
H 3.186 1.834 -9.577
H 1.828 2.664 -8.751
H 2.503 1.140 -8.071
*
```

Atom charges from the Löwdin analysis, given in e for atoms 1 to 4: 0.07, -0.12, -0.18, -0.25